# 1
A single C4H8N2O2 molecule at a distorted geometry. Source: the OMol25 dataset; level of theory: wB97M-V/def2-TZVPD.

For the total energy, the calculation gives -417.0858 Eh. The calculation puts the HOMO-LUMO gap at 0.367 Eh. The HOMO energy is -9.10 eV.

ORCA input file:
```
! RIJCOSX wB97M-V def2-TZVPD def2/J DEFGRID3
* xyz 0 1
O 1.744 -0.393 -0.156
H 1.105 0.983 -1.517
H -0.370 -1.136 1.671
C -0.437 -1.079 0.568
N -0.847 0.258 0.132
H 1.125 -2.324 -0.145
C 1.257 0.964 -0.401
C 0.701 -1.347 -0.267
H 0.115 1.577 1.444
N -2.047 0.520 -0.339
O -2.892 -0.326 -0.354
C -0.018 1.387 0.334
H -0.542 2.316 0.097
H -1.329 -1.651 0.357
H 0.360 -1.346 -1.393
H 2.073 1.596 -0.030
*
```



# 2
10 unconnected molecules or ions with the total composition C54H130F9N7O20 at a distorted geometry. Source: the OMol25 dataset; level of theory: wB97M-V/def2-TZVPD.

For the total energy, the calculation gives -4920.4117 Eh. The calculation puts the HOMO-LUMO gap at 0.110 Eh. The HOMO energy is -10.66 eV.

ORCA input file:
```
! RIJCOSX wB97M-V def2-TZVPD def2/J DEFGRID3
* xyz 4 1
O -2.876 -1.570 3.928
O -0.251 0.508 0.311
H -0.878 2.445 2.676
O 1.181 -2.275 6.643
H -0.727 3.524 4.753
C 2.768 6.566 -4.456
F -3.956 2.910 -1.826
C 0.111 6.999 -2.555
H 0.471 4.394 -0.209
F -3.280 1.766 -3.362
H -1.212 7.932 3.315
H -5.003 -6.087 1.636
H -5.076 -0.799 0.035
C -3.138 -2.712 3.131
N 2.509 7.500 -3.301
H 1.095 8.942 -2.469
C 5.703 2.633 -4.152
H 2.662 -6.204 0.453
H -3.193 -2.270 -2.246
H 2.197 -0.978 4.850
H -1.370 -0.255 5.784
C -2.947 -5.680 1.535
H 5.203 -5.205 3.740
N -4.368 -7.309 0.008
H 6.652 6.762 -3.643
H -0.729 -2.324 7.234
C -4.133 -0.430 -0.369
C -0.170 -4.954 -2.903
H -4.522 -2.669 -1.252
N -3.461 0.517 1.963
H 4.576 -3.352 2.367
F -3.950 3.779 -3.700
H -3.234 -2.584 2.053
H -4.935 -1.001 2.185
O -3.152 -1.391 -0.289
H 7.136 1.514 -7.178
H -0.252 2.505 -1.718
C -0.597 -5.528 0.874
O -6.016 0.988 -4.084
H 6.605 3.131 -8.677
H -4.047 -7.548 2.127
H -8.453 5.138 -4.087
H -2.442 7.010 2.632
N 4.444 -4.308 2.068
H 3.818 -7.457 -1.596
H 4.351 5.489 -5.371
C -8.257 4.859 -3.052
O 1.910 -5.212 3.829
C 4.368 4.745 -8.006
H 3.973 4.041 -8.739
C -0.255 4.027 3.910
H 1.512 -3.532 -2.434
H 3.469 5.010 -7.449
H 1.384 1.146 -0.811
H 3.128 1.318 -2.402
H 3.436 -3.715 4.469
H 0.855 -0.398 -1.341
H -3.104 1.368 2.373
C -3.724 -5.685 -3.058
C -4.259 2.654 -3.065
C 6.447 7.245 -4.599
H 8.624 3.270 -7.025
C 1.777 -2.802 7.803
O -1.628 5.890 4.110
H -7.497 -8.342 3.518
C -6.871 4.280 -2.852
H 0.470 -3.721 -1.121
H 2.349 7.003 -5.362
H -3.690 -0.008 4.827
C 0.295 -1.666 1.458
F 1.160 -2.179 0.626
C 2.147 0.006 5.315
O -0.518 0.455 2.636
F 0.719 -2.230 2.538
C -4.044 -0.778 4.142
C 0.222 -0.076 1.552
O -1.542 -5.113 -2.491
H 2.679 -3.337 7.507
H 2.413 -4.032 1.524
H 6.858 4.821 -8.216
O 5.294 4.055 -7.177
C 1.041 8.119 -3.182
C -4.550 -0.186 2.798
H 2.316 3.984 6.458
O 5.008 7.417 -4.756
C -2.268 -6.262 -2.961
H 1.119 -3.463 8.367
H -4.743 1.493 0.637
C 7.577 3.431 -6.769
F -0.844 -2.248 1.203
H -1.309 4.417 -4.170
H 3.543 4.606 1.817
H -3.163 -4.765 0.984
H 5.966 0.734 -5.532
C 2.730 2.987 6.307
H -6.827 -9.759 2.825
C -5.828 2.106 -3.311
H -3.091 1.496 0.035
H 0.037 -5.897 0.069
H -0.025 -4.949 -3.983
H 0.325 0.538 4.470
F -4.710 -6.501 -3.528
C -1.974 7.206 3.597
H 2.128 2.361 6.965
C -1.053 5.058 -3.326
H 0.313 6.038 3.134
H 5.549 -7.377 -1.371
H 4.003 -6.255 2.801
H 0.914 -4.881 5.622
C 3.214 -5.367 0.026
O -0.031 5.987 -3.579
C -0.210 5.581 3.974
H -8.321 -8.956 2.177
C 3.337 -4.200 0.971
F -4.181 -5.202 -1.874
H -2.871 -3.270 -0.795
C 2.879 4.105 1.113
H 0.633 2.897 0.577
H 6.792 6.622 -5.424
C 0.482 0.554 -0.965
H -2.634 -0.061 2.004
H -0.865 7.348 -2.217
H -0.015 -5.488 1.795
C -4.126 -6.704 1.441
H 0.214 -0.769 7.722
N 0.615 0.267 5.399
C -3.848 0.881 0.522
H -3.897 -6.711 -0.655
H 2.021 -2.008 8.509
H 2.535 -0.090 6.328
H 3.958 1.215 4.883
H 7.526 4.053 -5.875
H -4.332 -0.142 -1.401
H -0.975 4.406 -2.455
O 2.433 2.517 4.992
O -1.742 -6.328 1.007
N -1.084 3.427 2.790
H 3.581 0.623 -3.822
H -1.966 5.613 -3.111
H 2.255 5.642 -4.187
F -3.894 -4.749 -3.992
H 4.776 5.592 -8.558
H 5.279 -4.554 1.557
H 3.711 2.862 6.766
H -2.580 7.738 4.330
O 1.552 4.383 1.571
H 0.789 3.735 3.789
C 4.596 -7.090 -0.927
H 4.820 0.768 -2.622
H -5.236 0.645 2.962
C 4.215 6.232 -4.585
C 3.248 -4.774 4.292
H -2.004 -6.547 -3.979
H -1.506 3.476 0.664
C -3.456 -2.446 -1.203
C 0.470 3.954 0.788
C 5.885 1.821 -5.538
H 7.925 1.671 -5.661
H -0.096 -2.822 -2.489
C 2.898 1.141 4.639
H 2.510 -5.181 -0.785
H -3.978 -3.322 3.464
H 6.920 8.221 -4.704
C 0.004 -1.554 6.995
C -5.792 -7.471 -0.447
H -0.005 -4.632 4.101
C -0.977 4.061 1.417
N 7.202 1.990 -6.290
C 3.986 1.305 -3.074
H -4.825 -1.322 4.673
H -3.880 -8.192 -0.052
H 3.213 4.431 0.128
H -1.342 1.255 -2.104
H 0.101 1.372 -3.036
H 0.431 1.031 6.034
H 3.096 3.036 1.119
H 6.042 3.665 -4.242
C -0.274 1.457 -2.016
H 2.789 7.140 -2.400
H -1.362 5.080 1.388
H 0.235 5.911 4.913
H 0.473 -5.748 -2.522
O -6.566 -7.972 1.659
C 0.949 -4.486 4.607
C 6.576 3.835 -7.846
H -6.098 4.966 -3.200
H 4.405 5.658 -3.679
H -5.619 -7.934 -1.419
H 0.459 6.519 -1.640
H 1.129 -3.413 4.544
O -2.201 -7.343 -2.063
H -6.142 1.917 -2.285
H 3.037 8.333 -3.519
H 3.407 -5.265 5.252
C -6.720 -8.419 0.318
H -8.490 5.625 -2.312
H -7.669 -8.309 -0.208
C -0.435 -0.814 5.740
O -6.840 3.030 -3.598
H 0.701 8.468 -4.157
H 5.193 2.043 -6.350
C 4.233 -5.289 3.249
H 2.855 0.984 3.561
H 6.409 2.249 -3.415
H -6.361 -9.399 0.004
H -0.422 -1.484 4.881
C -7.308 -8.819 2.556
H -9.019 4.118 -2.812
C 0.461 -3.717 -2.211
H 1.190 0.381 1.758
H -2.240 -3.323 3.217
H -6.241 -6.478 -0.480
H -2.067 3.528 3.002
H -0.996 -4.528 0.703
H -2.634 -5.539 2.569
O 4.396 2.590 -3.667
O 4.496 -5.681 -0.573
H -6.648 4.053 -1.810
H 3.581 -3.305 0.398
H 4.503 -7.669 -0.008
*
```



# 3
A molecular structure, C43H50Cl4F3N7NiO3 at a distorted geometry. Source: the OMol25 dataset; level of theory: wB97M-V/def2-TZVPD.

For the total energy, the calculation gives -5926.2026 Eh. The calculation puts the HOMO-LUMO gap (spin up / spin down) at 0.294 / 0.291 Eh. The HOMO energy (spin up / spin down) is -7.61 / -7.54 eV.

ORCA input file:
```
! RIJCOSX wB97M-V def2-TZVPD def2/J DEFGRID3
* xyz 0 3
H 1.325 0.181 0.318
H 6.400 0.536 4.838
H -0.625 -1.037 1.356
H 0.660 -4.842 -1.932
C 3.303 -0.526 5.003
C 5.249 2.280 -1.271
H 3.791 -3.716 -2.252
C 2.227 -2.700 0.538
N -4.258 -0.862 -1.421
C 1.456 0.019 -2.568
C 2.962 -2.586 -0.629
H 3.541 0.218 1.707
C 2.300 -5.045 0.282
C -0.973 1.440 6.063
C -2.149 2.086 5.722
C -0.263 -4.387 -2.260
H 5.792 -1.381 -0.462
Cl 1.357 4.285 1.326
C -2.474 3.935 -1.200
C -6.626 -0.876 -1.848
C 4.219 1.368 -1.098
H -1.493 0.500 1.517
H -5.977 -0.922 1.467
C 5.050 0.476 3.193
H -0.866 -6.126 -3.298
N -1.803 -2.526 -2.232
O -0.614 0.345 -3.621
H 7.343 2.619 -1.062
H 0.003 -2.582 -1.178
C -5.838 -0.851 0.400
H -1.766 4.603 -0.730
C -1.537 1.344 -5.668
C 3.339 -3.765 -1.265
H -5.054 -1.012 -3.309
C -3.933 2.185 -2.699
H 1.216 0.390 -4.663
H 0.510 1.719 0.557
N -2.851 1.690 -2.065
O -2.525 -0.455 -4.276
O -1.234 -0.252 -0.403
C -1.412 0.095 -4.792
H 1.985 -1.806 1.103
H -5.218 3.802 -3.127
Ni -2.255 -0.453 -2.220
C -0.780 -0.051 0.874
H 1.214 -1.040 -2.626
C -1.150 -5.114 -3.031
C 3.798 0.109 2.754
C -0.670 -3.114 -1.840
C -4.549 -0.863 -0.112
H -3.085 3.287 4.172
H 1.855 -0.636 3.518
H 2.616 -0.893 5.756
H -4.494 1.491 -3.310
C 0.554 0.683 0.910
C 2.595 3.714 2.444
F -2.522 1.156 -6.562
C 6.552 1.885 -0.990
Cl -2.626 -1.655 5.604
H 0.799 1.813 -3.677
N 4.515 -0.183 5.418
H 1.028 0.433 -1.653
C 0.757 0.723 -3.728
H -0.806 -0.612 -5.385
H -7.394 -1.012 -2.596
C -2.190 2.800 4.535
H 2.483 4.213 3.399
Cl -4.135 -1.944 3.083
H 1.368 -4.127 1.967
H -0.946 3.286 2.762
H 3.167 1.617 -1.190
H 5.783 0.834 2.480
C -4.344 3.496 -2.566
H -0.923 0.789 6.926
N 3.022 -4.982 -0.849
C -6.906 -0.882 -0.493
C -2.620 -3.276 -2.993
F -0.432 1.558 -6.402
H 2.349 2.664 2.575
F -1.778 2.460 -4.978
C -1.034 2.868 3.755
H 1.953 -6.019 0.611
H -3.505 -2.790 -3.382
C -2.347 -4.551 -3.432
C 0.161 1.636 5.286
H 7.737 0.121 -0.492
H -2.981 2.061 6.413
N 0.136 2.356 4.170
C 5.673 -0.315 -0.622
H 3.283 -1.636 -1.033
C -3.632 4.390 -1.784
C 2.906 -0.413 3.666
H -7.916 -0.937 -0.109
C 1.921 -3.964 1.055
H -3.092 -0.083 3.897
C -2.798 -1.125 3.901
H 0.985 0.801 1.914
H 1.095 1.207 5.631
N 4.409 0.092 -0.736
C -2.161 2.585 -1.353
H 5.060 3.280 -1.636
H -3.953 5.423 -1.746
H -1.269 2.190 -0.879
H -3.744 -0.853 0.608
C -5.290 -0.901 -2.255
H -3.038 -5.071 -4.079
Cl 4.227 3.878 1.778
H 2.527 0.216 -2.510
C 5.393 0.287 4.530
C 6.756 0.558 -0.627
H -1.847 -1.324 3.424
*
```



# 4
10 unconnected molecules or ions with the total composition C12H44N4O10 at a distorted geometry. Source: the OMol25 dataset; level of theory: wB97M-V/def2-TZVPD.

For the total energy, the calculation gives -1454.9708 Eh. The calculation puts the HOMO-LUMO gap at 0.358 Eh. The HOMO energy is -9.69 eV.

ORCA input file:
```
! RIJCOSX wB97M-V def2-TZVPD def2/J DEFGRID3
* xyz 0 1
H 1.258 5.596 0.171
C -1.056 -3.056 -3.613
H 2.726 4.716 0.025
H 4.671 -3.537 1.043
H -4.385 -0.635 -1.500
C -1.562 2.303 3.661
H -3.163 -2.263 0.049
H 4.901 -1.648 2.789
O 1.151 -3.946 3.207
H 4.529 -2.389 -0.924
H -5.109 0.805 -0.766
H -2.314 0.865 0.991
H 2.018 -3.538 3.295
N 1.802 4.781 0.400
H 2.823 -2.133 -0.568
H -1.754 2.603 -4.084
C -3.308 -1.621 0.923
C -4.829 -0.235 -0.589
H -1.863 1.408 -2.361
C 1.097 3.660 0.706
H -4.106 -2.130 1.479
C 0.351 3.061 -2.671
H -3.553 1.710 -2.248
H -2.491 2.718 4.065
O -0.115 3.625 0.903
H 3.472 -0.645 1.512
H -0.154 -2.439 -3.490
H 1.428 1.600 0.770
C -2.785 1.394 -2.948
O 0.367 -0.282 0.197
H 0.801 4.358 -4.109
H -1.746 -2.521 -4.268
H 2.839 2.585 0.545
C 3.773 -0.052 3.430
C -3.846 -0.223 0.551
H 5.246 -1.062 4.398
O -2.654 2.265 -4.066
H -5.704 -0.847 -0.368
H -1.458 -3.120 -2.605
O 3.985 -2.861 1.002
H -0.266 0.442 0.280
H -0.313 -4.095 1.790
H -4.268 0.241 1.447
C 0.335 -0.749 -1.151
H -1.264 2.441 1.705
H 1.325 -0.810 -1.601
H 0.196 1.984 -2.817
H -0.450 3.316 -1.967
H 1.353 3.242 -2.284
H -0.201 -4.161 -4.952
N 1.855 2.506 0.705
H 3.542 -3.798 -0.835
O 0.181 3.648 -3.950
O -0.618 -4.316 -4.101
H -0.318 -0.121 -1.761
H -1.379 1.432 4.295
H -0.764 3.037 3.763
N 3.088 -0.090 2.257
H 0.375 -2.480 1.938
C 0.619 -3.550 1.954
H -2.376 -1.575 1.478
O -1.639 1.807 2.339
O 3.434 0.714 4.335
N 4.724 -1.014 3.545
O -2.697 0.562 0.142
H 2.304 0.502 2.109
H -2.912 0.353 -3.252
H 1.360 -3.811 1.188
H -0.167 -1.720 -1.127
C 3.657 -2.803 -0.404
*
```